Molecular formula: C84H187N9O14
Method: DFT, the ωB97M-V functional and the def2-TZVPD basis

CARTESIAN COORDINATES (ANGSTROEM)
C 21.77 -17.20 -12.13
C 20.91 -15.88 -12.07
C 21.44 -14.70 -12.95
O 19.67 -16.26 -12.57
H 22.02 -17.49 -13.15
H 21.39 -18.10 -11.66
H 22.67 -17.02 -11.54
H 20.71 -15.67 -11.02
H 20.73 -13.88 -13.06
H 21.71 -15.11 -13.93
H 22.40 -14.37 -12.56
H 19.35 -16.98 -12.03
C 9.70 -10.52 -11.97
C 10.22 -11.75 -12.76
C 11.72 -11.61 -13.19
O 10.17 -12.83 -11.79
H 10.03 -9.58 -12.41
H 10.12 -10.45 -10.96
H 8.61 -10.49 -11.93
H 9.64 -12.10 -13.61
H 11.67 -11.36 -14.25
H 12.32 -12.51 -13.20
H 12.18 -10.90 -12.51
H 10.79 -12.69 -11.06
C 19.19 -16.64 -18.02
C 19.99 -15.66 -18.84
C 21.45 -15.63 -18.37
O 19.88 -16.11 -20.24
H 18.13 -16.44 -18.21
H 19.45 -16.67 -16.96
H 19.42 -17.63 -18.43
H 19.72 -14.60 -18.84
H 21.60 -15.64 -17.29
H 22.13 -14.81 -18.58
H 21.93 -16.54 -18.73
H 20.73 -16.01 -20.68
C 17.41 -19.82 -12.65
O 17.61 -18.96 -11.64
C 16.98 -17.72 -11.57
C 15.48 -17.65 -11.68
N 14.96 -17.76 -13.01
C 13.50 -17.82 -13.29
C 12.60 -18.61 -12.35
O 13.12 -19.94 -12.30
C 12.36 -20.70 -11.34
H 16.38 -19.90 -13.01
H 17.74 -20.84 -12.50
H 18.03 -19.45 -13.47
H 17.38 -16.99 -12.28
H 17.22 -17.22 -10.64
H 15.25 -16.63 -11.40
H 15.10 -18.36 -10.94
H 15.32 -18.62 -13.40
H 13.40 -18.25 -14.29
H 13.20 -16.79 -13.52
H 11.57 -18.54 -12.69
H 12.61 -18.01 -11.44
H 11.31 -20.47 -11.51
H 12.74 -20.49 -10.34
H 12.62 -21.75 -11.51
C 11.55 -5.54 -19.21
O 12.48 -6.06 -20.13
C 13.18 -7.25 -19.79
C 12.24 -8.51 -20.06
N 11.37 -8.98 -18.97
C 12.00 -10.03 -18.13
C 12.82 -9.38 -16.97
O 11.97 -8.36 -16.37
C 12.52 -7.85 -15.08
H 12.03 -5.68 -18.24
H 10.56 -5.96 -19.08
H 11.49 -4.47 -19.43
H 13.56 -7.24 -18.77
H 13.95 -7.46 -20.54
H 12.90 -9.23 -20.54
H 11.67 -8.20 -20.94
H 11.14 -8.23 -18.33
H 12.63 -10.59 -18.81
H 11.10 -10.51 -17.73
H 13.80 -9.06 -17.33
H 13.18 -10.04 -16.17
H 13.43 -7.26 -15.17
H 12.64 -8.63 -14.32
H 11.87 -7.02 -14.79
C 18.03 -9.81 -10.06
C 19.39 -10.09 -10.77
C 19.19 -10.06 -12.31
C 18.87 -8.65 -12.79
C 19.95 -7.63 -12.27
C 20.37 -7.69 -10.78
N 20.38 -9.12 -10.32
O 20.66 -9.43 -8.97
C 21.78 -7.17 -10.64
C 19.37 -6.82 -10.03
C 19.73 -11.51 -10.50
H 18.00 -9.12 -9.21
H 17.54 -10.71 -9.69
H 17.28 -9.41 -10.75
H 20.15 -10.31 -12.76
H 18.38 -10.76 -12.51
H 17.93 -8.40 -12.30
H 18.69 -8.49 -13.85
H 19.46 -6.67 -12.44
H 20.87 -7.78 -12.83
H 22.57 -7.78 -11.09
H 21.93 -6.18 -11.07
H 21.93 -7.18 -9.56
H 19.07 -5.82 -10.33
H 18.43 -7.37 -10.15
H 19.55 -6.96 -8.96
H 19.28 -12.40 -10.94
H 19.56 -11.51 -9.42
H 20.81 -11.62 -10.44
H 21.47 -9.94 -9.00
C 20.92 -10.47 -19.81
C 19.54 -9.70 -19.67
C 19.84 -8.12 -19.96
C 19.68 -7.79 -21.48
C 18.38 -8.34 -22.00
C 18.19 -9.86 -21.88
N 18.46 -10.25 -20.43
O 18.25 -11.63 -20.15
C 16.66 -10.11 -22.14
C 19.00 -10.62 -22.89
C 19.20 -9.73 -18.12
H 21.73 -10.04 -19.23
H 21.15 -10.42 -20.87
H 20.92 -11.56 -19.69
H 19.30 -7.50 -19.25
H 20.92 -7.99 -19.83
H 20.55 -8.31 -21.87
H 19.81 -6.74 -21.73
H 18.46 -8.14 -23.06
H 17.51 -7.74 -21.71
H 16.51 -11.18 -22.16
H 16.05 -9.76 -21.31
H 16.27 -9.78 -23.11
H 20.06 -10.52 -22.64
H 18.87 -11.70 -22.85
H 18.95 -10.28 -23.92
H 19.03 -10.71 -17.68
H 18.24 -9.24 -17.92
H 20.05 -9.25 -17.62
H 17.44 -11.72 -19.64
C 10.09 -13.12 -18.63
C 10.06 -13.22 -20.15
C 8.90 -14.15 -20.42
C 7.50 -13.60 -20.29
C 7.35 -12.28 -21.10
C 8.50 -11.25 -20.81
N 9.84 -11.92 -20.88
O 10.83 -10.94 -20.81
C 8.35 -10.17 -21.91
C 8.01 -10.61 -19.47
C 11.30 -14.00 -20.70
H 9.14 -12.80 -18.20
H 10.85 -12.50 -18.14
H 10.35 -14.09 -18.20
H 8.95 -14.55 -21.43
H 8.98 -14.96 -19.70
H 7.07 -13.39 -19.31
H 6.94 -14.48 -20.59
H 6.36 -11.91 -20.83
H 7.41 -12.46 -22.17
H 7.36 -9.71 -21.83
H 8.95 -9.32 -21.61
H 8.44 -10.51 -22.94
H 8.83 -9.97 -19.16
H 7.05 -10.14 -19.68
H 7.79 -11.22 -18.59
H 11.28 -14.06 -21.79
H 11.56 -15.01 -20.41
H 12.12 -13.30 -20.53
H 10.76 -10.68 -19.89
C 13.99 -17.33 -20.95
C 15.34 -17.38 -21.63
C 15.13 -17.84 -23.03
C 14.38 -16.76 -23.87
C 15.18 -15.53 -23.95
C 15.62 -15.00 -22.52
N 16.08 -16.13 -21.64
O 16.52 -15.68 -20.36
C 16.76 -13.94 -22.72
C 14.43 -14.13 -21.99
C 16.23 -18.44 -20.87
H 14.10 -16.91 -19.95
H 13.69 -18.34 -20.67
H 13.12 -16.92 -21.46
H 16.03 -18.02 -23.63
H 14.51 -18.73 -23.04
H 13.36 -16.56 -23.55
H 14.20 -17.25 -24.83
H 14.67 -14.74 -24.50
H 16.05 -15.76 -24.56
H 17.64 -14.53 -22.94
H 16.49 -13.22 -23.50
H 17.09 -13.50 -21.78
H 13.49 -14.66 -22.14
H 14.52 -13.95 -20.92
H 14.23 -13.24 -22.58
H 16.04 -18.48 -19.80
H 17.29 -18.34 -21.08
H 15.85 -19.41 -21.21
H 17.39 -16.09 -20.36
C 15.30 -13.60 -9.62
C 14.24 -14.05 -8.67
C 14.73 -13.99 -7.20
C 13.69 -14.24 -6.16
C 12.56 -13.19 -6.27
C 11.96 -13.16 -7.72
N 13.02 -13.26 -8.77
O 12.58 -13.09 -10.06
C 10.91 -14.27 -7.93
C 11.25 -11.78 -7.77
C 13.94 -15.59 -8.90
H 16.12 -14.29 -9.45
H 15.61 -12.57 -9.46
H 14.92 -13.61 -10.64
H 15.61 -14.64 -7.15
H 15.07 -13.00 -6.87
H 14.21 -14.24 -5.20
H 13.33 -15.27 -6.11
H 12.97 -12.21 -6.02
H 11.80 -13.64 -5.63
H 10.56 -14.20 -8.96
H 11.25 -15.29 -7.74
H 10.02 -13.99 -7.37
H 10.51 -11.78 -6.97
H 12.06 -11.08 -7.57
H 10.94 -11.62 -8.81
H 13.22 -16.08 -8.26
H 14.90 -16.13 -8.92
H 13.56 -15.68 -9.92
H 12.96 -12.21 -10.07
C 17.32 -13.85 -13.35
C 16.46 -13.24 -14.46
C 17.58 -13.11 -15.55
C 17.04 -12.76 -16.94
C 15.96 -13.88 -17.16
C 14.73 -13.99 -16.22
N 15.36 -14.17 -14.90
O 14.57 -14.62 -13.83
C 13.77 -12.76 -16.27
C 13.95 -15.32 -16.57
C 15.93 -11.87 -13.92
H 16.83 -14.00 -12.39
H 17.61 -14.88 -13.58
H 18.18 -13.26 -13.02
H 18.27 -12.29 -15.38
H 18.14 -14.03 -15.72
H 16.48 -11.83 -16.98
H 17.73 -12.68 -17.78
H 16.63 -14.73 -17.06
H 15.63 -13.87 -18.20
H 13.10 -12.80 -15.41
H 13.09 -12.75 -17.12
H 14.36 -11.85 -16.14
H 12.94 -15.20 -16.18
H 14.52 -16.17 -16.18
H 13.88 -15.39 -17.65
H 14.85 -12.03 -13.89
H 16.25 -11.66 -12.90
H 16.02 -11.00 -14.56
H 14.86 -15.51 -13.65
C 7.86 -16.63 -14.50
C 8.44 -16.71 -15.96
C 10.03 -17.02 -15.88
C 10.19 -18.46 -15.59
C 9.44 -19.34 -16.59
C 7.91 -19.17 -16.67
N 7.70 -17.76 -16.83
O 6.35 -17.42 -17.28
C 7.43 -19.90 -17.94
C 7.26 -19.88 -15.43
C 8.35 -15.27 -16.50
H 6.77 -16.56 -14.48
H 8.04 -15.77 -13.85
H 8.07 -17.44 -13.81
H 10.49 -16.99 -16.87
H 10.68 -16.51 -15.17
H 10.04 -18.80 -14.56
H 11.22 -18.68 -15.87
H 9.59 -20.40 -16.41
H 9.76 -19.00 -17.57
H 7.84 -20.91 -18.04
H 6.34 -19.84 -17.90
H 7.90 -19.51 -18.84
H 7.55 -19.56 -14.43
H 6.17 -19.91 -15.54
H 7.37 -20.95 -15.58
H 9.02 -14.57 -15.98
H 7.34 -14.88 -16.44
H 8.67 -15.24 -17.54
H 5.92 -17.40 -16.43

Total energy = -4857.84775 a.u.
HOMO (spin up / spin down) = -0.334 / -0.334 Ha
Spin multiplicity = 2
Lowest unoccupied orbital energy (spin up / spin down) = -0.0982 / -0.2477 hartree
Charge = +1
⟨S²⟩ = 0.754
Frontier orbital gap (spin up / spin down) = 6.414 / 2.347 eV

Molecular formula: C4H8O2
Method: DFT, the ωB97M-V functional and the def2-TZVPD basis

CARTESIAN COORDINATES (ANGSTROEM)
C 2.01 -1.11 -0.46
C 0.26 1.47 -0.61
O -0.13 1.42 0.65
C -1.48 1.00 0.90
O -2.09 1.64 1.69
C -1.91 -0.23 0.17
H 1.97 -0.78 0.59
H 1.66 -2.14 -0.53
H 3.04 -1.05 -0.81
H 1.29 1.87 -0.51
H 1.38 -0.47 -1.08
H -1.74 -0.12 -0.90
H -2.96 -0.41 0.39
H -1.31 -1.08 0.52

Total energy = -307.57657 a.u.
HOMO = -0.338 Ha
Lowest unoccupied orbital energy = 0.0081 hartree
Frontier orbital gap = 9.415 eV
Energy above the lowest of the compared OMol25 structures with the same formula, charge and spin = 85.3 kcal/mol

Molecular formula: C21H41O32PS7
Method: DFT, the ωB97M-V functional and the def2-TZVPD basis

CARTESIAN COORDINATES (ANGSTROEM)
C -4.70 -3.33 1.78
C -4.14 -2.97 0.64
C -2.90 -2.11 0.68
O -2.37 -1.78 -0.34
O -2.50 -1.78 1.91
C -1.37 -0.87 1.92
C -1.23 -0.34 3.38
C -1.68 1.13 3.54
C -3.27 1.29 3.62
C -3.94 1.02 2.21
C -5.21 1.91 1.87
O -5.96 1.17 0.86
S -5.50 1.64 -0.67
O -6.60 1.25 -1.48
O -4.12 0.74 -1.15
P -3.81 0.71 -2.73
O -4.36 1.84 -3.45
O -4.34 -0.65 -3.42
O -2.20 0.78 -2.93
H -5.73 -3.66 1.86
H -4.11 -3.27 2.70
H -4.55 -3.33 -0.30
H -0.48 -1.41 1.58
H -1.53 -0.04 1.22
H -0.17 -0.46 3.65
H -1.80 -1.01 4.03
H -1.31 1.47 4.52
H -1.21 1.82 2.79
H -3.45 2.31 4.00
H -3.70 0.63 4.39
H -4.26 -0.03 2.22
H -3.18 1.20 1.44
H -4.85 2.86 1.47
H -5.77 2.02 2.80
H -4.08 -1.42 -2.88
H -1.85 -0.13 -3.02
C 0.13 4.81 -0.18
C -0.54 3.48 -0.47
O -1.39 3.24 0.66
S -1.92 4.66 1.22
O -3.22 4.88 0.69
O -1.64 4.73 2.60
O -0.89 5.61 0.44
H 0.95 4.69 0.53
H 0.50 5.29 -1.08
H 0.18 2.67 -0.59
H -1.17 3.54 -1.36
C -1.03 -2.05 -5.38
C -1.09 -3.11 -6.46
O 0.19 -3.75 -6.39
S 0.71 -3.75 -4.87
O 0.40 -5.00 -4.28
O 2.02 -3.20 -4.85
O -0.32 -2.65 -4.30
H -0.47 -1.17 -5.72
H -2.03 -1.73 -5.06
H -1.26 -2.69 -7.45
H -1.86 -3.85 -6.25
C 4.49 -4.07 -2.11
C 4.44 -5.12 -3.19
O 5.71 -5.77 -3.13
S 6.23 -5.77 -1.61
O 5.92 -7.02 -1.02
O 7.55 -5.23 -1.59
O 5.21 -4.68 -1.03
H 5.05 -3.19 -2.44
H 3.50 -3.76 -1.79
H 4.27 -4.70 -4.18
H 3.67 -5.87 -2.98
C -8.91 2.94 6.68
C -9.52 2.48 5.37
O -8.40 2.06 4.58
S -7.27 1.46 5.54
O -7.38 0.05 5.55
O -6.04 2.12 5.26
O -7.84 2.02 6.93
H -8.49 3.94 6.59
H -9.63 2.92 7.50
H -10.07 3.27 4.87
H -10.17 1.61 5.52
C 11.73 -4.68 -2.92
C 10.24 -4.59 -3.18
O 10.08 -3.37 -3.91
S 11.37 -3.12 -4.83
O 11.10 -3.58 -6.14
O 11.86 -1.82 -4.57
O 12.34 -4.19 -4.11
H 12.03 -4.04 -2.09
H 12.05 -5.70 -2.71
H 9.66 -4.56 -2.26
H 9.89 -5.41 -3.80
C 4.89 5.51 2.99
C 5.68 6.29 1.96
O 5.13 5.88 0.70
S 3.56 5.56 0.89
O 2.82 6.70 0.49
O 3.31 4.26 0.37
O 3.55 5.49 2.49
H 5.24 4.48 3.07
H 4.92 5.98 3.97
H 6.74 6.08 2.00
H 5.52 7.37 2.07

Total energy = -6361.05472 a.u.
HOMO = -0.372 Ha
Lowest unoccupied orbital energy = 0.0032 hartree
Frontier orbital gap = 10.219 eV

Molecular formula: C3H6FN3
Method: DFT, the ωB97M-V functional and the def2-TZVPD basis

CARTESIAN COORDINATES (ANGSTROEM)
C 0.35 -1.38 0.97
C -0.65 0.45 -0.08
C 0.80 0.83 -0.37
N 0.74 -2.32 1.64
N -0.56 -0.90 0.25
N 1.54 0.50 0.84
F 1.02 1.51 1.71
H -1.01 0.99 0.73
H -1.38 0.61 -0.92
H 1.28 0.21 -1.19
H 1.09 1.88 -0.46
H 1.51 -2.04 2.21
H -0.95 -1.61 -0.28

Total energy = -381.86081 a.u.
HOMO (spin up / spin down) = -0.303 / -0.303 Ha
Lowest unoccupied orbital energy (spin up / spin down) = 0.0185 / 0.0185 hartree
Frontier orbital gap (spin up / spin down) = 8.742 / 8.744 eV
Energy above the lowest of the compared OMol25 structures with the same formula, charge and spin = 107.3 kcal/mol

Which of these has the lowest total energy? C21H41O32PS7

Which value of total energy does entry 1 give? -4857.84775 a.u.